Entry 1:
The following is a DFT calculation (ωB97M-V/def2-TZVPD) of a single C6H12O molecule.

The geometry in XYZ format:
```
19
C6H12O (ωB97M-V/def2-TZVPD)
C -2.4017 -0.8448 0.4167
C -1.1235 -0.8607 -0.4175
C -0.0710 0.1360 0.0921
C -0.2772 1.4967 -0.5392
O -0.0995 2.5558 0.0125
C 1.3685 -0.3209 -0.2216
C 2.4429 0.5452 0.4308
H -3.1464 -1.5456 0.0252
H -2.1817 -1.1318 1.4508
H -2.8528 0.1537 0.4401
H -0.7003 -1.8721 -0.4184
H -1.3624 -0.6334 -1.4669
H -0.1602 0.2690 1.1783
H -0.5725 1.4629 -1.6148
H 1.5113 -0.3518 -1.3115
H 1.4693 -1.3557 0.1288
H 3.4434 0.1808 0.1763
H 2.3470 0.5259 1.5215
H 2.3669 1.5908 0.1169
```

Output
Lowest unoccupied orbital energy in eV: 1.09
Maximum force in eV/Å: 0.5
Energy relative to the best compared isomer or geometry (same formula, charge and spin) in kJ/mol: 42.27
Net charge: 0
Kohn-Sham gap in Ha: 0.3962
Molecular weight in g/mol: 100.16


Entry 2:
The following is a DFT calculation (ωB97M-V/def2-TZVPD) of 2 unconnected molecules or ions with the total composition C4H8IN2 in a non-equilibrium geometry.

The geometry in XYZ format:
```
15
C4H8IN2 (ωB97M-V/def2-TZVPD)
C -1.8365 -0.9063 -0.5108
C 0.1107 0.3686 1.2748
C -0.3732 -0.9266 -0.8642
C 0.5623 -0.2815 0.0692
N 3.4390 3.0885 0.1645
N 2.4258 2.9315 -0.2125
I 2.5644 -0.3569 -0.3993
H -1.9091 -0.8127 0.6036
H -2.4014 -0.0694 -1.0772
H -2.4229 -1.8577 -0.8169
H 0.0208 1.3996 1.0167
H -0.7619 -0.1117 1.7109
H 0.9078 0.2401 2.0072
H -0.0895 -2.0477 -0.9800
H -0.2365 -0.6576 -1.9862
```

Output
Lowest unoccupied orbital energy in eV: -6.54
Maximum force in eV/Å: 2.8
Energy relative to the best compared isomer or geometry (same formula, charge and spin) in kJ/mol: 181.51
Net charge: +1
Kohn-Sham gap in Ha: 0.3108
Molecular weight in g/mol: 211.03


Entry 3:
The following is a DFT calculation (ωB97M-V/def2-TZVPD) of a single C5H7ClS molecule in a non-equilibrium geometry.

The geometry in XYZ format:
```
14
C5H7ClS (ωB97M-V/def2-TZVPD)
C -0.0771 1.3532 0.0167
C 1.0976 0.5307 -0.3996
C -1.2923 -1.2991 -0.5435
C -1.8782 -0.9678 0.7857
C 2.1266 0.3256 0.4253
S -1.7480 0.4112 -0.3707
Cl 3.6061 -0.3221 -0.1050
H -0.1310 2.3793 -0.3264
H -0.1852 1.2070 1.1120
H 1.2426 0.2568 -1.5136
H -0.2679 -1.4219 -0.4884
H -1.7316 -1.8150 -1.3426
H -2.8956 -1.1914 1.2227
H 2.1340 0.5537 1.5273
```

Output
Lowest unoccupied orbital energy in eV: 0.67
Maximum force in eV/Å: 3.2
Energy relative to the best compared isomer or geometry (same formula, charge and spin) in kJ/mol: 383.86
Net charge: 0
Kohn-Sham gap in Ha: 0.2924
Molecular weight in g/mol: 134.63


Entry 4:
The following is a DFT calculation (ωB97M-V/def2-TZVPD) of a molecular structure, C4H2O2.

The geometry in XYZ format:
```
8
C4H2O2 (ωB97M-V/def2-TZVPD)
O -0.8338 0.5399 0.9573
C 0.1701 0.8395 0.0204
C 1.0948 -0.1354 -0.5762
O 2.0392 0.0197 -1.2988
C -0.1007 -0.8965 -0.4647
C -0.9123 -0.7469 0.6183
H 0.0553 1.8024 -0.4694
H -1.5127 -1.4227 1.2131
```

Output
Lowest unoccupied orbital energy (spin up / spin down) in eV: -0.99 / -0.99
Maximum force in eV/Å: 0.5
Energy relative to the best compared isomer or geometry (same formula, charge and spin) in kJ/mol: 294.88
Net charge: 0
Kohn-Sham gap (spin up / spin down) in Ha: 0.3089 / 0.3089
Molecular weight in g/mol: 82.06


Entry 5:
The following is a DFT calculation (ωB97M-V/def2-TZVPD) of a molecular structure, C23H45N2OP2V in a non-equilibrium geometry.

The geometry in XYZ format:
```
74
C23H45N2OP2V (ωB97M-V/def2-TZVPD)
V -0.0977 -0.0468 -0.7058
P -0.0557 -2.4130 -1.0423
P -0.0228 2.3166 -0.7912
N 0.1798 0.0411 -2.6864
C 0.0918 -2.4402 -2.8660
H 0.7097 -3.2835 -3.2018
H -0.9095 -2.5845 -3.2822
C 0.6372 -1.1307 -3.4226
H 1.7385 -1.2225 -3.5800
H 0.2610 -0.9845 -4.4504
C 0.6311 1.2787 -3.3108
H 0.2354 1.2355 -4.3421
H 1.7317 1.3804 -3.4796
C 0.1033 2.5301 -2.6149
H -0.9024 2.7257 -3.0029
H 0.7304 3.3962 -2.8713
C 1.4672 3.2720 -0.1963
C 1.7841 3.0005 1.2760
H 2.6313 3.6334 1.5743
H 2.0836 1.9608 1.4445
H 0.9391 3.2320 1.9373
C -1.5513 3.2226 -0.2838
C -1.6278 3.4165 1.2334
H -2.6472 3.7283 1.4982
H -0.9537 4.2092 1.5797
H -1.4106 2.4968 1.7930
C -1.5765 -3.4148 -0.6410
C -1.6836 -3.8498 0.8295
H -2.6480 -4.3549 0.9719
H -1.6767 -3.0160 1.5438
H -0.9000 -4.5630 1.1136
C 1.4508 -3.3963 -0.5213
C 1.7701 -3.2722 0.9735
H 2.6452 -3.9013 1.1899
H 0.9463 -3.6235 1.6098
H 2.0370 -2.2473 1.2597
C 1.7148 -0.0732 -0.2558
O 2.8540 -0.0956 0.0504
C -1.8255 4.5329 -1.0345
H -1.1170 5.3179 -0.7495
H -1.7987 4.4078 -2.1206
H -2.8331 4.8745 -0.7647
C -1.8230 -4.6122 -1.5674
H -2.8246 -5.0088 -1.3516
H -1.7971 -4.3369 -2.6243
H -1.0997 -5.4172 -1.3895
C 1.4285 -4.8668 -0.9532
H 2.4315 -5.2845 -0.7819
H 0.7237 -5.4610 -0.3555
H 1.2037 -4.9972 -2.0177
C 1.4239 4.7779 -0.4811
H 0.7190 5.3008 0.1793
H 2.4250 5.1850 -0.2785
H 1.1873 5.0098 -1.5257
H 2.2822 2.8305 -0.8015
H 2.2594 -2.8860 -1.0770
H -2.3344 2.4940 -0.5669
H -2.3716 -2.6672 -0.8280
H -1.1242 0.0477 -1.9525
H -1.6154 0.0348 -1.0610
N -0.8162 -0.5237 1.3883
C -0.4670 0.0637 2.6565
C 0.8587 0.0376 3.0836
C 1.1775 0.4855 4.3741
C 0.1826 0.9312 5.2483
C -1.1444 0.9117 4.8093
C -1.4794 0.4762 3.5277
H -0.5579 -1.5157 1.4117
H -1.8258 -0.4702 1.2649
H 1.6418 -0.2847 2.3905
H 2.2176 0.4876 4.6850
H 0.4402 1.2350 6.2639
H -1.9305 1.2456 5.4875
H -2.5267 0.4817 3.1819
```

Output
Lowest unoccupied orbital energy (spin up / spin down) in eV: -7.85 / -8.07
Maximum force in eV/Å: 9.2
Spin multiplicity: 3
Net charge: +2
Kohn-Sham gap (spin up / spin down) in Ha: 0.2495 / 0.2408
Molecular weight in g/mol: 478.52


Entry 6:
The following is a DFT calculation (ωB97M-V/def2-TZVPD) of a molecular structure, C11H11ClN2O2W in a non-equilibrium geometry.

The geometry in XYZ format:
```
28
C11H11ClN2O2W (ωB97M-V/def2-TZVPD)
Cl -2.9478 -3.8093 1.1917
C 1.5894 -0.9125 -0.6970
C 1.2321 0.1499 -1.6228
C 0.0397 -0.2562 -2.3189
H 1.8069 1.0558 -1.8411
C -0.3587 -1.5628 -1.8381
C 0.6108 -1.9641 -0.8409
H 0.5869 -2.9448 -0.3523
H 2.4892 -0.9766 -0.0783
H -0.4753 0.2636 -3.1369
C -1.4586 -2.4155 -2.3913
W -0.4428 -0.1740 -0.1628
C -1.8712 1.3027 -0.3928
O -2.6614 2.1682 -0.4502
C -1.1237 -0.9947 1.5837
O -1.4640 -1.3170 2.6600
H -2.2781 -1.7840 -2.7656
H -1.8586 -3.0752 -1.6051
H -1.1337 -3.0459 -3.2429
N 1.7414 1.7622 1.1439
C 1.9874 2.6600 2.0993
C 0.8093 2.7974 2.8067
C -0.1361 1.9534 2.2372
N 0.4440 1.3025 1.1924
H 2.4117 1.4433 0.4474
H 2.9734 3.1309 2.2049
H 0.6583 3.4519 3.6578
H -1.1706 1.7909 2.5118
```

Output
Lowest unoccupied orbital energy (spin up / spin down) in eV: -10.58 / -10.24
Maximum force in eV/Å: 6.6
Spin multiplicity: 3
Net charge: +2
Kohn-Sham gap (spin up / spin down) in Ha: 0.2262 / 0.2381
Molecular weight in g/mol: 422.51


Among the records above, which one has the highest molecular weight?
C23H45N2OP2V


Please write out number 5 again, unchanged.
The following is a DFT calculation (ωB97M-V/def2-TZVPD) of a molecular structure, C23H45N2OP2V in a non-equilibrium geometry.

The geometry in XYZ format:
```
74
C23H45N2OP2V (ωB97M-V/def2-TZVPD)
V -0.0977 -0.0468 -0.7058
P -0.0557 -2.4130 -1.0423
P -0.0228 2.3166 -0.7912
N 0.1798 0.0411 -2.6864
C 0.0918 -2.4402 -2.8660
H 0.7097 -3.2835 -3.2018
H -0.9095 -2.5845 -3.2822
C 0.6372 -1.1307 -3.4226
H 1.7385 -1.2225 -3.5800
H 0.2610 -0.9845 -4.4504
C 0.6311 1.2787 -3.3108
H 0.2354 1.2355 -4.3421
H 1.7317 1.3804 -3.4796
C 0.1033 2.5301 -2.6149
H -0.9024 2.7257 -3.0029
H 0.7304 3.3962 -2.8713
C 1.4672 3.2720 -0.1963
C 1.7841 3.0005 1.2760
H 2.6313 3.6334 1.5743
H 2.0836 1.9608 1.4445
H 0.9391 3.2320 1.9373
C -1.5513 3.2226 -0.2838
C -1.6278 3.4165 1.2334
H -2.6472 3.7283 1.4982
H -0.9537 4.2092 1.5797
H -1.4106 2.4968 1.7930
C -1.5765 -3.4148 -0.6410
C -1.6836 -3.8498 0.8295
H -2.6480 -4.3549 0.9719
H -1.6767 -3.0160 1.5438
H -0.9000 -4.5630 1.1136
C 1.4508 -3.3963 -0.5213
C 1.7701 -3.2722 0.9735
H 2.6452 -3.9013 1.1899
H 0.9463 -3.6235 1.6098
H 2.0370 -2.2473 1.2597
C 1.7148 -0.0732 -0.2558
O 2.8540 -0.0956 0.0504
C -1.8255 4.5329 -1.0345
H -1.1170 5.3179 -0.7495
H -1.7987 4.4078 -2.1206
H -2.8331 4.8745 -0.7647
C -1.8230 -4.6122 -1.5674
H -2.8246 -5.0088 -1.3516
H -1.7971 -4.3369 -2.6243
H -1.0997 -5.4172 -1.3895
C 1.4285 -4.8668 -0.9532
H 2.4315 -5.2845 -0.7819
H 0.7237 -5.4610 -0.3555
H 1.2037 -4.9972 -2.0177
C 1.4239 4.7779 -0.4811
H 0.7190 5.3008 0.1793
H 2.4250 5.1850 -0.2785
H 1.1873 5.0098 -1.5257
H 2.2822 2.8305 -0.8015
H 2.2594 -2.8860 -1.0770
H -2.3344 2.4940 -0.5669
H -2.3716 -2.6672 -0.8280
H -1.1242 0.0477 -1.9525
H -1.6154 0.0348 -1.0610
N -0.8162 -0.5237 1.3883
C -0.4670 0.0637 2.6565
C 0.8587 0.0376 3.0836
C 1.1775 0.4855 4.3741
C 0.1826 0.9312 5.2483
C -1.1444 0.9117 4.8093
C -1.4794 0.4762 3.5277
H -0.5579 -1.5157 1.4117
H -1.8258 -0.4702 1.2649
H 1.6418 -0.2847 2.3905
H 2.2176 0.4876 4.6850
H 0.4402 1.2350 6.2639
H -1.9305 1.2456 5.4875
H -2.5267 0.4817 3.1819
```

Output
Lowest unoccupied orbital energy (spin up / spin down) in eV: -7.85 / -8.07
Maximum force in eV/Å: 9.2
Spin multiplicity: 3
Net charge: +2
Kohn-Sham gap (spin up / spin down) in Ha: 0.2495 / 0.2408
Molecular weight in g/mol: 478.52


Which of these has the lowest molecular weight?
C4H2O2


The lowest molecular weight belongs to which entry?
C4H2O2